<i>
This record from OMol25 describes a cluster of 2 separate species, C5H14S in total. The level of theory is wB97M-V/def2-TZVPD.

Summary:
Molar mass   106.2 g/mol
LUMO energy   0.0302 Eh
SMILES   CCC.CSC

The geometry in XYZ format:
```
20
Properties=species:S:1:pos:R:3:lowdin_charge:R:1
C -3.3522 -3.6970 2.7558 -0.396
S -2.1805 -4.0306 1.2661 0.615
C -1.1760 -2.3783 1.1495 -0.388
H -3.0586 -4.2761 3.6637 0.028
H -4.2599 -4.1339 2.2980 0.001
H -3.5611 -2.5821 2.8604 0.048
H -2.0144 -1.6322 0.9656 0.029
H -0.6804 -2.2693 2.2246 0.072
H -0.6120 -2.5394 0.2507 -0.009
C 3.0524 2.6356 -2.3089 -0.120
C 2.0311 1.9185 -1.3595 -0.273
C 0.6510 2.7355 -1.1027 -0.129
H 3.8128 2.1140 -2.6508 -0.008
H 3.5159 3.4628 -1.7117 0.084
H 2.7139 3.0975 -3.2517 0.076
H 2.3271 1.7651 -0.2791 0.094
H 1.8909 0.8474 -1.7127 0.096
H -0.2302 2.0488 -0.8041 0.082
H 0.6694 3.4754 -0.3070 0.040
H 0.4610 3.4382 -1.9464 0.057
```

=====

<ii>
This record from OMol25 describes a cluster of 2 separate species, C5H14S in total. The level of theory is wB97M-V/def2-TZVPD.

Summary:
Molar mass   106.2 g/mol
LUMO energy   0.0343 Eh
SMILES   CCSC.CC

The geometry in XYZ format:
```
20
Properties=species:S:1:pos:R:3:lowdin_charge:R:1
C 1.1336 1.1448 0.3963 -0.568
C 1.6809 2.2005 -0.5771 -0.172
C 2.4812 -1.0185 -0.9367 -0.426
S 2.3203 -0.2021 0.6756 0.773
H 0.8564 1.5193 1.3745 0.061
H 0.2183 0.7641 -0.0725 0.055
H 0.9984 3.0463 -0.6873 0.068
H 1.7871 1.8371 -1.5957 0.057
H 2.1441 -2.0561 -0.9453 0.024
H 1.9336 -0.5124 -1.7339 0.031
H 3.5098 -1.0757 -1.2996 0.028
H 2.6444 2.5123 -0.1727 0.064
C -2.8785 -0.6898 1.3360 -0.177
C -2.5774 -1.4009 0.0069 -0.155
H -2.0301 -0.7288 2.0166 0.056
H -3.1715 0.3526 1.2256 0.058
H -3.7153 -1.1453 1.8719 0.057
H -3.1866 -0.9252 -0.7559 0.061
H -2.6092 -2.4772 0.1042 0.061
H -1.5396 -1.1449 -0.2309 0.043
```

=====

Which of them is the least stable? Correct choice: <i>.

=====

<i>
This record from OMol25 describes an isolated molecule of C3H5NO4. The level of theory is wB97M-V/def2-TZVPD.

Summary:
Molar mass   119.1 g/mol
LUMO energy   -0.0024 Eh
SMILES   CO[C@@H](C=O)[N+](=O)[O-]

The geometry in XYZ format:
```
13
Properties=species:S:1:pos:R:3:lowdin_charge:R:1
C 1.2153 -1.6509 -0.0280 -0.137
C -1.8070 0.6866 -0.1640 -0.046
C 0.2385 -0.3648 0.1767 -0.236
N 1.2579 0.7851 0.0252 -0.413
O 1.8133 1.0473 1.0503 0.086
O 0.8490 -2.6558 -0.5496 0.117
O 1.4823 1.2322 -1.0632 0.120
O -0.9049 -0.3519 -0.5574 -0.066
H 2.2664 -1.3174 0.1579 0.136
H -2.6002 0.6566 -0.8483 0.082
H -1.5001 1.6234 -0.3382 0.053
H -2.2901 0.5488 0.8158 0.114
H -0.0204 -0.2393 1.3228 0.190
```

=====

<ii>
This record from OMol25 describes an isolated molecule of C3H5NO4. The level of theory is wB97M-V/def2-TZVPD.

Summary:
Molar mass   119.1 g/mol
LUMO energy   -0.0041 Eh
SMILES   NC(=O)[C@@H](O)C(=O)O

The geometry in XYZ format:
```
13
Properties=species:S:1:pos:R:3:lowdin_charge:R:1
C -0.2379 0.9946 -0.2628 -0.459
C -0.1767 -0.4368 -0.7108 -0.238
C -0.3722 -1.3278 0.6088 -0.239
H 1.5804 1.4458 -0.8224 0.083
H 1.0421 2.6854 0.6893 0.261
H -1.3205 -0.5018 -1.1118 0.209
H 1.3545 -1.4312 -1.0143 0.073
H -1.7702 -0.4363 1.2604 0.041
N 0.9013 1.7914 -0.1448 0.125
O -1.1891 1.2677 0.5043 -0.009
O 0.9354 -0.7490 -1.5023 0.038
O -1.4591 -1.2816 1.4754 0.123
O 0.7120 -2.0204 1.0310 -0.007
```

=====

Which of them is the least stable? Correct choice: <i>.

=====

<i>
This record from OMol25 describes a cluster of 3 separate species, C3H5NO4 in total. The level of theory is wB97M-V/def2-TZVPD.

Summary:
Molar mass   119.1 g/mol
LUMO energy   -0.0044 Eh
SMILES   O=C=CO.N=C=O.O

The geometry in XYZ format:
```
13
Properties=species:S:1:pos:R:3:lowdin_charge:R:1
C -1.3624 -2.7380 -0.6119 -0.186
C -1.4692 -1.4536 -0.4637 -0.168
C 1.6898 0.6991 -0.2563 -0.406
N 1.0124 1.6763 -0.1491 0.187
O 2.4401 -0.1728 -0.1799 0.180
O -1.9379 -3.5426 -1.5741 -0.004
O -1.4735 -0.2889 -0.3203 0.143
O 1.5072 3.7217 2.0526 -0.070
H -0.7877 -3.2983 0.1091 0.127
H 1.2039 3.3213 2.8723 0.030
H -2.4547 -3.0164 -2.1906 0.099
H 1.4016 3.0547 1.3659 -0.029
H 0.2302 2.0376 -0.6540 0.096
```

=====

<ii>
This record from OMol25 describes an isolated molecule of C3H5NO4. The level of theory is wB97M-V/def2-TZVPD.

Summary:
Molar mass   119.1 g/mol
LUMO energy   0.0212 Eh
SMILES   NC(=O)[C@@]1(O)O[C@@H]1O

The geometry in XYZ format:
```
13
Properties=species:S:1:pos:R:3:lowdin_charge:R:1
C 1.2633 -0.4388 0.0342 -0.445
C -1.2571 -0.9180 0.1324 -0.321
C -0.1137 -0.0892 -0.1944 -0.321
N 2.0679 0.6717 0.0744 0.193
O 1.6312 -1.6054 0.1205 0.095
O -0.8277 -0.7144 -1.1508 0.150
O -2.3735 -0.2959 0.5256 0.125
O -0.4026 1.4629 -0.1618 -0.026
H -1.1392 -2.0542 0.3403 0.204
H 1.6614 1.4773 -0.2917 0.065
H 3.0597 0.5631 -0.1290 0.128
H -2.2656 0.2540 1.2033 0.044
H -1.3039 1.6868 -0.5029 0.109
```

=====

<iii>
This record from OMol25 describes a structure of composition C3H5NO4. The level of theory is wB97M-V/def2-TZVPD.

Summary:
Molar mass   119.1 g/mol
LUMO energy   -0.0058 Eh

The geometry in XYZ format:
```
13
Properties=species:S:1:pos:R:3:lowdin_charge:R:1
C 2.2429 -1.3209 -0.4697 -0.228
C -0.9926 0.5220 0.2037 -0.038
C 1.0422 -0.5623 0.1320 -0.089
N 2.1710 1.0255 -0.1558 -0.349
O 3.1160 1.2495 0.5469 0.064
O 2.8817 -2.0516 0.2348 0.082
O 1.7203 1.6864 -1.0390 0.074
O 0.0355 -0.0833 -0.6278 -0.140
H 2.4197 -1.1705 -1.5675 0.150
H -0.4342 0.8661 1.1320 0.104
H -1.7705 -0.2611 0.3265 0.101
H -1.4344 1.4934 -0.2650 0.128
H 0.9366 -0.5778 1.2109 0.141
```

=====

Which of them is the least stable? Correct choice: <iii>.

=====

<i>
This record from OMol25 describes an isolated molecule of C3H5NO4. The level of theory is wB97M-V/def2-TZVPD.

Summary:
Molar mass   119.1 g/mol
LUMO energy   0.0046 Eh
SMILES   C=CC(O)(O)[N+](=O)[O-]

The geometry in XYZ format:
```
13
Properties=species:S:1:pos:R:3:lowdin_charge:R:1
C -1.8129 0.5918 0.2337 0.064
C -0.5705 0.9984 0.2607 -0.092
C 0.4216 0.1095 -0.2790 -0.480
N 0.5523 -1.0391 0.7633 -0.313
O 1.3392 -1.8916 0.4182 0.073
O 0.0221 -0.9975 1.8642 0.101
O 0.1255 -0.4969 -1.4533 0.107
O 1.8280 0.7087 -0.2365 0.008
H -2.7089 1.2444 0.3337 0.090
H -2.1773 -0.4028 0.0237 0.081
H -0.3372 2.0225 0.3699 0.117
H 0.8618 -0.7711 -1.9939 0.124
H 2.4563 -0.0763 -0.3046 0.119
```

=====

<ii>
This record from OMol25 describes a cluster of 2 separate species, C3H5NO4 in total. The level of theory is wB97M-V/def2-TZVPD.

Summary:
Molar mass   119.1 g/mol
LUMO energy   -0.0062 Eh

The geometry in XYZ format:
```
13
Properties=species:S:1:pos:R:3:lowdin_charge:R:1
C 1.2351 -0.4030 -0.0318 -0.540
C -1.0956 -0.8581 0.4404 -0.207
C -2.1329 0.1424 -0.2183 -0.198
H 0.6113 1.8422 -1.0080 0.293
H 3.3319 0.3404 -0.3769 0.250
H -1.3912 -0.9553 1.4669 0.117
H -0.8354 -2.0750 0.2403 0.206
H -3.1999 -0.1615 -0.4449 0.136
N 2.2796 0.6037 0.2539 0.011
O 1.2485 1.8964 0.2504 -0.197
O 1.6348 -1.2362 -0.8076 0.083
O 0.0735 -0.3559 0.7089 -0.036
O -1.7597 1.2199 -0.4733 0.081
```

=====

Which of them is the least stable? Correct choice: <ii>.